DFT (ωB97M-V/def2-TZVPD) results for a cluster of 13 separate species, C6H34N2O12 in total at a distorted geometry.

As for the total energy: -1261.348347 Eh. The largest force on an atom comes out at 4.9 eV/Å. The value obtained for the energy above the lowest of the compared OMol25 structures with the same formula, charge and spin is 0.0 kJ/mol. As for the orbital gap: 9.2432 eV. Its total charge is 0. Its spin multiplicity is 1. The LUMO energy comes out at 0.3 eV.

Geometry (Å):
C1 -0.2524 -2.2930 0.2222
C2 1.0908 -1.6810 0.5654
C3 1.0778 -0.2016 0.5552
C4 0.5776 0.7376 1.4316
N1 0.7741 1.9635 0.8565
C5 1.5535 1.9007 -0.2673
C6 1.7323 0.5498 -0.4803
N2 -0.4112 -2.3897 -1.2605
H1 -0.3799 -3.3535 0.4751
H2 -1.0446 -1.5896 0.6868
H3 1.7899 -1.8886 -0.1967
H4 1.5347 -2.1957 1.4310
H5 -0.1891 0.5488 2.2734
H6 0.4760 2.7907 1.3303
H7 1.7417 2.7263 -0.9292
H8 2.2920 0.1089 -1.2739
H9 -1.0022 -3.2323 -1.5134
H10 0.4619 -2.3884 -1.7627
H11 -3.5796 3.6994 -0.6356
H12 -2.0372 3.4054 -0.6536
O1 -2.7629 3.8817 -0.1749
H13 -2.1905 3.4884 2.8792
H14 -1.8759 2.7393 1.5975
O2 -1.5977 2.8267 2.5957
H15 -1.0572 -1.6277 3.6863
H16 0.2859 -1.6205 3.1157
O3 -0.3304 -2.3193 3.4744
H17 -2.8003 -1.9951 -0.3223
H18 -3.0960 -3.3997 -0.4022
O4 -3.4099 -2.5548 -0.8165
H19 -1.4393 -0.9859 -2.2094
H20 -2.7151 -0.3519 -2.8821
O5 -2.0027 -0.1119 -2.3669
H21 -1.6568 0.9951 3.6336
H22 -2.4841 -0.0050 4.5417
O6 -1.6976 0.2794 4.2161
H23 2.6150 -2.5017 -2.9909
H24 3.1387 -1.5401 -1.8438
O7 2.4087 -1.9073 -2.3146
H25 -1.2626 0.3606 0.4368
H26 -2.1757 0.4366 -0.6436
O8 -2.2259 0.2639 0.2834
H27 4.7208 0.0973 -1.3297
H28 4.3516 -0.5003 -0.0267
O9 4.3392 -0.6626 -0.9528
H29 -1.3139 1.6056 -2.4233
H30 -0.6136 2.9618 -2.4898
O10 -1.3073 2.4532 -2.1048
H31 3.3235 1.5756 1.1214
H32 3.3202 0.2897 1.5672
O11 3.9509 0.8974 1.3037
H33 -0.3211 0.0407 -3.0046
H34 1.0829 -0.5454 -2.7695
O12 0.5930 0.2185 -3.2383